Entry from the Open Molecules 2025 dataset: a molecular structure, C4H6N2O2 (ωB97M-V/def2-TZVPD).

Computed properties:
Charge   0
LUMO level   0.032 Ha
Relative energy (zero: lowest compared OMol25 entry of this formula, charge and spin)   134.1 kcal/mol
Multiplicity   1

XYZ file:
```
14
Properties=species:S:1:pos:R:3:mulliken_charge:R:1
O 0.724 -1.223 0.072 -0.397
O -1.474 -0.914 0.152 -0.063
N -2.351 -0.007 0.143 -0.344
N -0.307 0.877 -0.308 -0.445
C 2.398 0.864 0.344 -0.791
C 1.930 -0.484 -0.371 -0.484
C -1.631 1.119 -0.034 -0.122
C -0.322 -0.469 -0.011 0.718
H -1.994 2.234 -0.322 0.282
H 3.335 0.977 -0.388 0.263
H 1.692 1.719 0.525 0.292
H 3.098 0.719 1.508 0.243
H 2.726 -1.150 -0.457 0.414
H 1.493 0.331 -1.069 0.434
```

=====

Entry from the Open Molecules 2025 dataset: a single C4H6N2O2 molecule (ωB97M-V/def2-TZVPD).

Computed properties:
SMILES   C=NN1C[C@@H]1C(=O)O
Charge   0
LUMO level   0.032 Ha
Relative energy (zero: lowest compared OMol25 entry of this formula, charge and spin)   125.9 kcal/mol
Multiplicity   1

XYZ file:
```
14
Properties=species:S:1:pos:R:3:mulliken_charge:R:1
O 2.179 0.347 -0.909 -0.503
O 1.723 -1.019 1.167 -0.455
N -0.238 1.197 0.274 -0.380
N -0.744 0.071 -0.544 -0.148
C 0.225 -0.834 -0.740 -0.082
C -1.189 2.024 0.152 -0.254
C 1.541 -0.324 -0.134 0.667
C -0.830 -1.218 0.129 -0.610
H -1.011 3.088 0.411 0.297
H -1.489 -1.959 -0.242 0.274
H 2.419 -0.437 1.444 0.334
H 0.294 -1.082 -1.838 0.282
H -0.580 -1.424 1.078 0.308
H -2.299 1.568 -0.249 0.269
```

=====

Entry from the Open Molecules 2025 dataset: a molecular structure, C4H6N2O2 (ωB97M-V/def2-TZVPD).

Computed properties:
Charge   0
LUMO level   0.004 Ha
Relative energy (zero: lowest compared OMol25 entry of this formula, charge and spin)   99.6 kcal/mol
Multiplicity   1

XYZ file:
```
14
Properties=species:S:1:pos:R:3:mulliken_charge:R:1
O 0.856 -1.653 -0.503 -0.719
O -2.113 1.445 0.719 -0.624
N -0.179 -0.518 -2.167 -0.694
N 1.185 -0.435 1.923 -0.293
C -0.170 0.311 0.109 -0.198
C 0.376 0.358 1.401 -0.185
C -1.416 0.811 -0.159 -0.092
C 0.175 -0.623 -0.758 0.820
H -0.199 0.509 -3.000 0.301
H -2.103 0.511 -1.076 0.339
H 1.335 0.167 2.808 0.324
H 0.649 -0.940 -2.656 0.290
H 1.709 -1.010 1.328 0.275
H -0.104 1.066 2.030 0.458
```

=====

Entry from the Open Molecules 2025 dataset: a single C4H6N2O2 molecule (ωB97M-V/def2-TZVPD).

Computed properties:
SMILES   OC(O)n1ccnc1
Charge   0
LUMO level   0.024 Ha
Relative energy (zero: lowest compared OMol25 entry of this formula, charge and spin)   40.3 kcal/mol
Multiplicity   1

XYZ file:
```
14
Properties=species:S:1:pos:R:3:mulliken_charge:R:1
O -2.117 0.495 -0.714 -0.483
O -1.295 1.223 1.294 -0.455
N 0.137 0.178 -0.191 0.152
N 1.564 -1.272 -1.152 -0.532
C -0.993 1.037 -0.006 0.237
C 1.872 -1.098 0.179 -0.429
C 0.955 -0.304 0.798 -0.110
C 0.508 -0.525 -1.329 -0.120
H -2.567 -0.175 -0.199 0.290
H -0.937 2.046 -0.394 0.257
H -0.883 0.394 1.610 0.295
H 2.788 -1.671 0.602 0.310
H 0.144 -0.344 -2.391 0.318
H 0.823 0.016 1.892 0.269
```

=====

Entry from the Open Molecules 2025 dataset: a single C4H6N2O2 molecule (ωB97M-V/def2-TZVPD).

Computed properties:
SMILES   NC(=O)[C@@H]1C=C([O-])[NH2+]1
Charge   0
LUMO level   0.017 Ha
Relative energy (zero: lowest compared OMol25 entry of this formula, charge and spin)   52.6 kcal/mol
Multiplicity   1

XYZ file:
```
14
Properties=species:S:1:pos:R:3:mulliken_charge:R:1
O -0.699 2.718 -1.342 -0.547
O 0.578 -2.045 1.589 -0.612
N 0.516 -1.836 -0.673 -0.338
N 0.653 1.368 0.497 -0.431
C 0.266 -1.420 0.594 0.407
C -0.656 1.711 -0.712 0.600
C -0.371 -0.040 0.694 0.184
C -1.169 0.477 -0.418 -1.076
H -1.922 -0.065 -0.961 0.452
H 0.218 -1.287 -1.464 0.238
H 0.925 -2.747 -0.807 0.237
H 1.475 1.096 -0.031 0.296
H 0.888 1.921 1.320 0.261
H -0.702 0.148 1.714 0.328
```

=====

Entry from the Open Molecules 2025 dataset: 5 unconnected molecules or ions with the total composition C4H6N2O2 (ωB97M-V/def2-TZVPD).

Computed properties:
Charge   0
LUMO level   -0.073 Ha
Relative energy (zero: lowest compared OMol25 entry of this formula, charge and spin)   405.5 kcal/mol
Multiplicity   1

XYZ file:
```
14
Properties=species:S:1:pos:R:3:mulliken_charge:R:1
O -1.323 1.239 0.298 -0.246
O -0.113 -0.761 0.680 -0.260
N 0.998 -1.045 -0.487 -0.357
N -3.465 -1.513 0.054 -0.390
C 0.028 1.727 -0.105 -0.548
C 2.150 -1.265 0.196 -0.214
C -1.050 -0.129 -0.086 0.129
C -2.513 -0.867 -0.043 -0.016
H -0.604 3.055 -1.057 0.194
H 2.283 -0.974 1.622 0.331
H 0.410 1.922 1.746 0.114
H 1.169 0.406 -1.046 0.364
H -0.799 -0.230 -1.050 0.585
H 2.829 -1.565 -0.721 0.314
```

=====

Entry from the Open Molecules 2025 dataset: a single C4H6N2O2 molecule (ωB97M-V/def2-TZVPD).

Computed properties:
SMILES   CNn1occc1=O
Charge   0
LUMO level   0.030 Ha
Relative energy (zero: lowest compared OMol25 entry of this formula, charge and spin)   122.5 kcal/mol
Multiplicity   1

XYZ file:
```
14
Properties=species:S:1:pos:R:3:mulliken_charge:R:1
O -0.255 -1.985 -0.897 -0.626
O -0.698 1.534 -0.015 -0.344
N 0.497 0.218 1.207 -0.467
N -0.006 0.190 -0.075 0.406
C 1.972 -0.248 1.093 -0.623
C -1.690 -0.018 -1.397 -0.605
C -1.662 1.206 -0.953 -0.217
C -0.554 -0.797 -0.818 0.674
H 2.401 -0.215 2.240 0.251
H -2.220 -0.589 -2.108 0.422
H -2.379 2.093 -1.190 0.331
H 1.940 -1.224 0.562 0.281
H 2.688 0.385 0.497 0.256
H -0.035 -0.550 1.854 0.261
```

=====

Entry from the Open Molecules 2025 dataset: a single C4H6N2O2 molecule (ωB97M-V/def2-TZVPD).

Computed properties:
SMILES   O/N=C1/NC=CCO1
Charge   0
LUMO level   0.023 Ha
Relative energy (zero: lowest compared OMol25 entry of this formula, charge and spin)   133.1 kcal/mol
Multiplicity   1

XYZ file:
```
14
Properties=species:S:1:pos:R:3:mulliken_charge:R:1
O 0.390 -0.592 0.775 -0.328
O 1.391 1.088 2.676 -0.348
N -0.304 1.321 -0.368 -0.093
N 0.864 1.448 1.495 -0.494
C -0.168 -1.559 -0.286 -0.093
C 0.494 0.576 0.618 0.424
C -0.497 0.592 -1.467 -0.059
C -0.397 -0.770 -1.590 -0.614
H -1.192 -1.958 0.197 0.219
H 1.487 0.118 2.823 0.304
H 0.596 -2.510 0.013 0.229
H -0.890 -1.223 -2.482 0.283
H -0.648 2.279 -0.181 0.290
H -1.128 1.189 -2.223 0.278
```

=====

Entry from the Open Molecules 2025 dataset: 2 unconnected molecules or ions with the total composition C4H6N2O2 (ωB97M-V/def2-TZVPD).

Computed properties:
Charge   0
LUMO level   -0.011 Ha
Relative energy (zero: lowest compared OMol25 entry of this formula, charge and spin)   181.8 kcal/mol
Multiplicity   1

XYZ file:
```
14
Properties=species:S:1:pos:R:3:mulliken_charge:R:1
O 0.693 -1.603 -0.812 -0.663
O 0.201 1.545 0.254 -0.439
N 0.289 -0.639 -0.098 0.404
N -2.038 -1.061 -0.115 -0.692
C 1.982 0.599 -0.938 -0.898
C -0.999 0.809 1.091 -0.312
C 0.848 0.438 -0.262 0.384
C -1.049 -0.387 0.181 0.609
H 0.031 -2.758 -0.613 0.410
H 2.779 -0.136 -1.280 0.255
H -2.876 -0.724 0.248 0.253
H -1.765 1.670 1.051 0.253
H 2.695 1.580 -0.851 0.194
H -0.792 0.666 2.144 0.242
```

=====

Entry from the Open Molecules 2025 dataset: a single C4H6N2O2 molecule (ωB97M-V/def2-TZVPD).

Computed properties:
SMILES   Cn1ccc(=O)n1O
Charge   0
LUMO level   0.014 Ha
Relative energy (zero: lowest compared OMol25 entry of this formula, charge and spin)   132.6 kcal/mol
Multiplicity   1

XYZ file:
```
14
Properties=species:S:1:pos:R:3:mulliken_charge:R:1
O 1.216 1.447 -1.010 -0.546
O 1.477 -0.756 -2.234 -0.697
N -0.646 0.626 0.136 -0.176
N 0.514 0.356 -0.506 0.410
C -1.218 -0.638 0.128 -0.109
C -0.209 0.693 1.701 -0.713
C 0.531 -0.648 -1.449 0.554
C -0.624 -1.394 -0.887 -0.745
H -2.086 -0.801 0.663 0.476
H 0.437 1.728 1.612 0.251
H -0.889 -2.530 -0.901 0.273
H 1.899 1.169 -1.705 0.394
H 0.706 -0.031 1.926 0.312
H -1.110 0.778 2.526 0.318
```

=====

Number 1: orbital gap 10.49 eV. Number 2: orbital gap 10.44 eV. Number 3: orbital gap 9.14 eV. Number 4: orbital gap 9.92 eV. Number 5: orbital gap 8.78 eV. Number 6: orbital gap 7.11 eV. Number 7: orbital gap 10.47 eV. Number 8: orbital gap 8.50 eV. Number 9: orbital gap 7.44 eV. Number 10: orbital gap 9.53 eV.